Version one
Entry from OMol25: 2 unconnected molecules or ions with the total composition C2H4N3P (wB97M-V/def2-TZVPD).

For the HOMO-LUMO gap (spin up / spin down), the calculation gives 8.97 / 6.53 eV. As for the LUMO energy (spin up / spin down): -0.93 / -2.08 eV. The HOMO energy (spin up / spin down) comes out at -9.891 / -8.617 eV.

CARTESIAN COORDINATES (ANGSTROEM)
P  3.349  0.180  0.070
N  -2.202  0.429  0.131
N  -0.059  0.622  -0.191
N  -1.693  -0.799  0.367
C  -0.406  -0.635  0.161
C  -1.212  1.260  -0.201
H  2.083  0.733  -0.144
H  0.306  -1.430  0.269
H  -3.191  0.593  0.218
H  3.024  -0.953  -0.680

---

Version two
Entry from OMol25: a single C2H4N3P molecule (wB97M-V/def2-TZVPD).

For the HOMO-LUMO gap, the calculation gives 9.12 eV. As for the LUMO energy: 0.59 eV. The HOMO energy comes out at -8.533 eV.

CARTESIAN COORDINATES (ANGSTROEM)
P  1.187  0.465  1.819
N  0.275  -0.008  0.446
N  0.915  -0.855  -1.316
N  -0.185  -0.841  -1.714
C  -0.982  0.076  0.119
C  -1.246  -0.392  -1.152
H  -2.167  -0.590  -1.553
H  2.402  -0.091  1.335
H  1.562  1.781  1.383
H  -1.761  0.454  0.634

---

Need the numbers? Relative energies in hartree: version one 0.0610; version two 0.0000.

---

Version one
Entry from OMol25: a single C15H18N2O3 molecule (wB97M-V/def2-TZVPD).

For the HOMO-LUMO gap, the calculation gives 9.05 eV. As for the LUMO energy: 0.74 eV. The structure (SMILES) is O=C(O)C[C@@H]1C(=O)NCCN1C/C=C/c1ccccc1. The HOMO energy comes out at -8.315 eV.

CARTESIAN COORDINATES (ANGSTROEM)
O  -3.064  -2.106  -1.136
O  -4.627  0.062  -0.049
O  -4.365  -2.770  0.545
N  -3.380  1.881  -0.459
N  -1.116  0.531  0.366
C  3.047  -0.306  0.026
C  0.766  -0.256  -0.982
C  -3.577  0.661  0.077
C  3.745  -0.776  -1.088
C  -1.050  1.975  0.361
C  5.149  -0.152  1.214
C  -2.139  2.629  -0.511
C  -2.405  0.122  0.899
C  3.777  -0.001  1.177
C  5.827  -0.618  0.099
C  1.603  -0.123  0.044
C  -3.346  -2.084  0.034
C  5.117  -0.930  -1.049
C  -2.542  -1.393  1.120
C  -0.716  -0.060  -0.902
H  -3.047  -1.587  2.065
H  5.694  0.091  2.115
H  -1.805  2.685  -1.555
H  1.118  -0.537  -1.965
H  3.211  -1.031  -1.990
H  -4.898  -3.161  -0.164
H  3.254  0.363  2.051
H  -0.066  2.279  0.000
H  -2.483  0.605  1.884
H  -2.323  3.652  -0.167
H  1.187  0.160  1.003
H  -1.156  2.317  1.395
H  5.640  -1.297  -1.921
H  -1.542  -1.830  1.149
H  -4.142  2.233  -1.024
H  6.900  -0.739  0.125
H  -1.202  -1.032  -1.024
H  -1.040  0.542  -1.765

---

Version two
Entry from OMol25: a single C15H18N2O3 molecule (wB97M-V/def2-TZVPD).

For the HOMO-LUMO gap, the calculation gives 7.36 eV. As for the LUMO energy: -0.87 eV. The structure (SMILES) is COCc1cnc2c(CCCC(=O)O)ccc(C)c2n1. The HOMO energy comes out at -8.231 eV.

CARTESIAN COORDINATES (ANGSTROEM)
O  -5.352  0.612  1.191
O  -4.131  0.467  -0.747
O  3.578  -2.662  2.033
N  1.217  1.219  1.331
N  2.121  -1.060  -0.705
C  3.030  -3.904  1.506
C  -0.954  0.645  -2.695
C  1.042  -0.139  -0.949
C  2.736  -0.818  0.558
C  -1.400  1.751  -1.683
C  0.597  -1.432  -3.409
C  -2.935  1.167  1.563
C  3.982  -1.767  0.970
C  -2.568  2.718  1.338
C  0.606  0.959  0.053
C  -0.627  1.871  -0.346
C  -1.120  2.992  0.692
C  -4.208  0.725  0.656
C  0.249  -0.288  -2.312
C  2.272  0.286  1.551
H  -0.193  -1.471  -4.251
H  -2.282  2.463  -1.854
H  -2.586  3.231  2.364
H  0.570  -2.425  -2.814
H  2.847  0.375  2.546
H  -4.119  -0.504  -0.931
H  2.962  -3.924  0.359
H  4.829  -1.067  1.335
H  3.663  -4.818  1.807
H  1.974  -4.081  1.943
H  -1.222  3.968  0.072
H  4.364  -2.310  0.030
H  -3.375  3.195  0.670
H  -2.057  0.442  1.485
H  -0.315  3.242  1.486
H  1.654  -1.261  -3.815
H  -1.526  0.525  -3.681
H  -3.322  1.078  2.651

---

Need the numbers? Relative energies in hartree: version one 0.0000; version two 0.2860.